No. 1
The following is a DFT calculation (ωB97M-V/def2-TZVPD) of 2 unconnected molecules or ions with the total composition C3H8N2O2.

Results
* HOMO energy (spin up / spin down): -8.479 / -8.949 eV
* HOMO-LUMO gap (spin up / spin down): 6.8585 / 8.5113 eV
* energy above the lowest of the compared OMol25 structures with the same formula, charge and spin: 141.4 kcal/mol

```
15
Properties=species:S:1:pos:R:3:forces:R:3
C 1.607361 -0.191284 -0.643021 0.1 -0.1 0.1
C 0.198638 1.707682 1.019574 0.1 -0.1 -0.2
N -1.540181 -1.936483 -0.097676 -0.1 0.0 -0.4
C -0.407893 0.377245 0.574705 -0.7 0.1 0.5
O -1.542580 0.078350 1.036235 0.6 0.3 -0.2
O -2.013633 -1.737959 -1.318578 0.2 0.0 0.3
N 0.233315 -0.396914 -0.256484 0.0 0.0 -0.3
H -1.254604 -1.893591 -1.906862 -0.1 0.0 0.1
H -2.318201 -1.630540 0.495282 0.1 0.0 0.0
H 1.924000 -1.029102 -1.268484 0.0 0.0 0.0
H 2.297802 -0.143326 0.209059 -0.1 0.0 0.0
H 1.743805 0.720623 -1.242670 -0.1 -0.1 0.1
H 1.055215 1.509640 1.668633 0.0 0.0 0.0
H -0.538721 2.286084 1.568803 0.0 -0.1 0.0
H 0.555677 2.279575 0.161482 0.0 0.0 0.0
```
Positions in Å, forces in eV/Å.

Electronic structure analysis, Mulliken charges in units of e: -0.935, -1.110, -0.146, 0.993, -0.694, -0.235, -0.390, 0.378, 0.323, 0.288, 0.297, 0.322, 0.291, 0.305, 0.313

***

No. 2
The following is a DFT calculation (ωB97M-V/def2-TZVPD) of a single C3H8N2O2 molecule in a non-equilibrium geometry.

Results
* HOMO energy: -8.994 eV
* HOMO-LUMO gap: 9.5257 eV
* SMILES: C[C@H](N)C(=O)ON
* energy above the lowest of the compared OMol25 structures with the same formula, charge and spin: 101.8 kcal/mol

```
15
Properties=species:S:1:pos:R:3:forces:R:3
C -0.706356 0.057059 0.639435 4.0 2.8 2.6
C -1.202185 -1.357137 0.698333 0.3 -0.5 0.7
C 0.774255 0.192184 0.320512 1.1 -4.8 -4.5
N 2.165755 0.494441 -1.633872 -0.4 0.1 0.3
N -1.559477 0.971086 -0.014222 -0.7 0.8 -0.2
O 0.811861 0.391712 -1.135476 1.6 0.8 2.3
O 1.755900 -0.267076 0.913554 -2.2 2.2 -0.9
H -0.094744 0.665741 1.606847 -3.7 -1.3 0.1
H 2.741025 0.056010 -0.904259 -0.1 0.0 -0.2
H 2.363354 1.494774 -1.569563 0.1 -0.2 -0.1
H -1.991644 0.626666 -0.868641 0.4 0.0 0.2
H -1.114809 1.875105 -0.172150 -0.3 -0.4 -0.1
H -2.257459 -1.421138 0.979090 0.2 0.2 0.0
H -1.058959 -1.832749 -0.278321 -0.1 0.2 0.0
H -0.626517 -1.946679 1.418732 -0.1 0.1 -0.1
```
Positions in Å, forces in eV/Å.

Electronic structure analysis, Mulliken charges in units of e: 0.563, -1.387, 0.495, -0.486, -0.616, -0.227, -0.604, 0.158, 0.298, 0.254, 0.255, 0.250, 0.365, 0.344, 0.340

***

No. 3
The following is a DFT calculation (ωB97M-V/def2-TZVPD) of a single C3H8N2O2 molecule in a non-equilibrium geometry.

Results
* HOMO energy: -9.724 eV
* HOMO-LUMO gap: 10.1191 eV
* SMILES: NNCCC(=O)O
* energy above the lowest of the compared OMol25 structures with the same formula, charge and spin: 113.1 kcal/mol

```
15
Properties=species:S:1:pos:R:3:forces:R:3
C 0.797117 -0.416408 1.177625 -1.5 5.8 -2.0
C -0.226200 -0.956261 0.235182 -5.2 -0.1 1.5
C -1.357521 0.040488 -0.147630 -4.5 -0.3 1.1
H 1.801540 0.049842 -2.001066 0.2 -0.2 3.3
H 3.066627 -0.298607 -0.850624 -2.6 -0.5 -0.8
H 2.420464 0.976568 0.640184 -2.8 -1.3 -2.0
H 0.426219 0.481469 1.928607 0.7 -2.9 -1.6
H 1.356556 -1.162518 1.597813 1.8 -1.6 1.2
H 0.188143 -1.006779 -0.745634 0.5 -1.9 -0.4
H -0.979141 -1.756618 0.667433 2.3 0.7 -1.3
H 0.001446 1.411221 -0.061460 0.4 -0.1 0.2
N 1.978953 -0.293875 -0.950707 4.6 -0.2 -3.5
N 1.543146 0.502210 0.080853 1.7 1.7 4.5
O -0.962880 1.410913 0.108034 -2.6 -2.7 -1.6
O -2.564235 -0.430892 -0.442700 6.9 3.7 1.4
```
Positions in Å, forces in eV/Å.

Electronic structure analysis, Mulliken charges in units of e: -0.452, -0.472, 0.489, 0.230, 0.266, 0.250, 0.284, 0.384, 0.355, 0.315, 0.491, -0.613, -0.416, -0.520, -0.590

***

No. 4
The following is a DFT calculation (ωB97M-V/def2-TZVPD) of a molecular structure, C3H8N2O2 in a non-equilibrium geometry.

Results
* HOMO energy: -8.088 eV
* HOMO-LUMO gap: 8.7900 eV
* energy above the lowest of the compared OMol25 structures with the same formula, charge and spin: 217.1 kcal/mol

```
15
Properties=species:S:1:pos:R:3:forces:R:3
C -1.589935 0.648372 1.110832 -0.1 0.1 0.2
N 1.163215 0.083196 0.430776 -0.6 -0.3 -1.5
C -0.925001 0.135275 -0.067507 -2.2 -0.4 -1.7
N 1.917435 -1.081098 0.384821 0.3 0.0 0.1
C -0.179527 -0.276043 -0.972923 3.0 0.6 2.1
O 1.899940 1.247379 0.008084 0.0 -0.3 0.0
O -2.065610 -0.238823 -1.614423 -0.2 0.3 1.0
H 2.132882 1.140216 -0.930944 -0.1 -0.1 0.2
H -2.468207 -1.091678 -1.396666 0.1 0.1 0.0
H 2.581176 -1.086167 1.155023 0.0 0.0 -0.1
H 2.430498 -1.208738 -0.490929 -0.1 0.1 0.1
H 0.359517 -0.611739 -1.831656 -0.2 -0.1 -0.2
H -1.953096 -0.164910 1.741425 0.0 0.0 -0.1
H -2.432330 1.264825 0.795520 0.1 0.0 0.0
H -0.870957 1.239933 1.678567 0.0 0.0 -0.1
```
Positions in Å, forces in eV/Å.

Electronic structure analysis, Mulliken charges in units of e: -1.261, -0.244, 0.395, -0.482, 0.280, -0.401, -0.708, 0.321, 0.280, 0.240, 0.207, 0.418, 0.281, 0.328, 0.348

***

No. 5
The following is a DFT calculation (ωB97M-V/def2-TZVPD) of 2 unconnected molecules or ions with the total composition C3H8N2O2 in a non-equilibrium geometry.

Results
* HOMO energy: -9.269 eV
* HOMO-LUMO gap: 9.4606 eV
* SMILES: [H]/N=C(\C)C=O.NO
* energy above the lowest of the compared OMol25 structures with the same formula, charge and spin: 130.5 kcal/mol

```
15
Properties=species:S:1:pos:R:3:forces:R:3
C 1.669244 -0.320517 -0.496072 -0.2 0.2 -0.4
C 0.816276 0.180443 0.636574 -0.3 -2.1 1.7
N 1.262195 0.667044 1.732883 -0.6 -0.1 -0.8
H 2.280549 0.798700 1.710297 -0.2 0.1 -0.1
H -0.513770 1.043921 0.045334 -4.3 0.1 -0.6
H 2.678361 -0.574729 -0.160390 -0.1 0.2 0.0
H 1.237942 -1.218771 -0.943558 -0.1 0.1 0.0
H 1.727499 0.447919 -1.271822 0.1 -0.1 -0.1
N -1.963850 0.574680 -1.383009 0.3 0.0 0.3
C -0.785576 -0.653584 0.866320 2.9 -0.1 -0.2
O -1.649214 0.928393 -0.019851 3.1 0.7 -0.2
O -0.989379 -1.645980 0.224483 -0.2 0.7 0.2
H -2.981595 0.630075 -1.404363 0.2 0.0 0.1
H -1.735276 -0.425237 -1.441195 -0.1 0.1 0.0
H -1.053407 -0.432358 1.904369 -0.5 0.2 -0.1
```
Positions in Å, forces in eV/Å.

Electronic structure analysis, Mulliken charges in units of e: -1.131, 0.446, -0.629, 0.265, 0.446, 0.418, 0.310, 0.289, -0.429, 0.065, -0.406, -0.540, 0.268, 0.255, 0.373

***

No. 6
The following is a DFT calculation (ωB97M-V/def2-TZVPD) of 3 unconnected molecules or ions with the total composition C3H8N2O2 in a non-equilibrium geometry.

Results
* HOMO energy: -8.392 eV
* HOMO-LUMO gap: 8.7111 eV
* SMILES: O=C=O.C=CN.N
* energy above the lowest of the compared OMol25 structures with the same formula, charge and spin: 47.2 kcal/mol

```
15
Properties=species:S:1:pos:R:3:forces:R:3
C -0.555185 -1.104749 -3.664665 -0.8 2.0 0.6
C 0.532857 -0.706886 0.997806 1.7 1.0 -0.2
C -0.322242 -0.395064 0.039227 -2.5 -3.4 1.3
N -1.380428 -1.327224 -0.323421 2.6 -1.2 1.1
N 1.028155 2.703323 2.279465 -4.6 -1.6 1.0
O -0.232458 -1.763728 -2.783969 0.9 -1.7 0.1
O -0.964192 -0.260856 -4.346168 0.1 -0.3 -1.0
H 1.149733 0.064388 1.477005 -0.1 -0.5 -0.5
H 0.813892 -1.713988 1.209301 -0.3 -0.6 0.4
H -0.580345 0.581387 -0.178129 -0.3 1.9 -0.6
H -2.034182 -0.980996 -0.945255 -1.2 0.6 -1.5
H -1.180135 -2.355645 -0.466623 -0.1 2.1 0.3
H 0.692833 1.741170 2.283512 -0.4 0.3 0.7
H 1.635802 2.805828 2.999948 2.5 0.5 2.2
H 1.395895 2.713040 1.421965 2.5 0.9 -3.9
```
Positions in Å, forces in eV/Å.

Electronic structure analysis, Mulliken charges in units of e: 0.665, -0.762, 0.130, -0.526, -0.668, -0.321, -0.356, 0.135, 0.229, 0.316, 0.215, 0.238, 0.249, 0.209, 0.247

***

No. 7
The following is a DFT calculation (ωB97M-V/def2-TZVPD) of a gas-phase ion, C3H8N2O2 (charge +1) in a non-equilibrium geometry.

Results
* HOMO energy (spin up / spin down): -14.330 / -13.940 eV
* HOMO-LUMO gap (spin up / spin down): 10.5402 / 4.7691 eV
* charge: +1
* multiplicity: 2
* energy above the lowest of the compared OMol25 structures with the same formula, charge and spin: 32.9 kcal/mol

```
15
Properties=species:S:1:pos:R:3:forces:R:3
C -0.309789 0.597706 0.284167 1.6 1.4 1.4
N 0.807989 0.706596 -0.627258 -1.1 0.1 0.4
C 2.144091 0.465408 -0.447389 -0.6 -0.6 0.9
O 2.463931 0.496643 0.883789 0.7 -0.2 -1.7
O 2.883462 0.199068 -1.348090 0.4 0.4 0.1
C -1.035184 -0.702704 -0.013155 -2.7 -0.4 -0.6
N -2.502697 -0.628284 0.181438 1.7 -1.9 -0.2
H -0.794143 1.576328 0.112431 -1.1 -1.0 0.0
H -0.099517 0.609332 1.371809 0.7 0.2 -0.7
H 0.482051 0.916435 -1.558161 0.6 -0.1 -0.2
H 3.420461 0.327073 0.773400 0.0 0.0 1.0
H -0.764747 -1.034944 -1.015741 -0.5 0.0 -0.1
H -0.837519 -1.603481 0.630256 0.6 0.8 0.2
H -2.821608 -0.620883 1.153204 -0.1 0.7 -0.2
H -3.036781 -1.304293 -0.380700 -0.1 0.7 -0.1
```
Positions in Å, forces in eV/Å.

Electronic structure analysis, Mulliken charges in units of e: -0.562, -0.235, 0.564, -0.450, -0.499, -0.401, -0.203, 0.401, 0.349, 0.268, 0.358, 0.414, 0.332, 0.335, 0.329

***

No. 8
The following is a DFT calculation (ωB97M-V/def2-TZVPD) of 2 unconnected molecules or ions with the total composition C3H8N2O2S in a non-equilibrium geometry.

Results
* HOMO energy (spin up / spin down): -8.139 / -8.139 eV
* HOMO-LUMO gap (spin up / spin down): 8.1178 / 8.1171 eV
* energy above the lowest of the compared OMol25 structures with the same formula, charge and spin: 82.6 kcal/mol

```
16
Properties=species:S:1:pos:R:3:forces:R:3
C 1.908633 0.924630 0.542066 1.9 0.8 1.0
C 1.444267 1.007879 -0.838704 -4.3 -0.2 1.0
C 0.801039 -1.228696 0.040392 -2.5 -0.7 -3.5
N 1.666074 -0.289262 -0.207378 1.4 2.3 -0.2
N -2.728058 -1.117107 -0.244321 -1.2 0.4 0.7
O -1.714413 -0.054999 1.814561 -0.3 -0.2 -1.4
O -1.518409 1.123531 -0.356501 -0.6 1.4 -1.2
S -1.522290 -0.126297 0.346688 2.7 -2.0 3.1
H 2.979634 1.260313 0.660818 -1.1 -0.9 0.2
H 1.269066 1.196739 1.377985 -0.2 -0.2 -0.2
H 0.337492 1.310109 -0.937208 2.0 -0.6 -0.2
H 2.111940 1.277855 -1.552829 1.8 0.7 -2.1
H 0.936584 -1.675345 0.958311 -0.4 -1.2 1.9
H 0.527758 -1.832796 -0.902078 0.1 0.8 1.9
H -3.535115 -1.080539 0.438783 1.1 -0.1 -1.1
H -2.964200 -0.696010 -1.140587 -0.4 -0.3 0.0
```
Positions in Å, forces in eV/Å.

Electronic structure analysis, Mulliken charges in units of e: -0.243, -0.345, -0.397, -0.162, -0.567, -0.647, -0.694, 0.828, 0.225, 0.265, 0.219, 0.301, 0.356, 0.282, 0.296, 0.282